Entry from OMol25: C30H29BN6O4Zr as an isolated structure (ωB97M-V/def2-TZVPD).

The energy above the lowest of the compared OMol25 structures with the same formula, charge and spin comes out at 0.493 eV. The spin multiplicity is 1. For the HOMO energy, the calculation gives -7.897 eV.

Geometry as XYZ:
```
71
Properties=species:S:1:pos:R:3:forces:R:3
Zr -0.0011 -0.6490 -0.4967 0.1 0.4 -0.2
O -1.7524 0.3912 -0.5457 -0.1 0.0 0.2
C -2.7782 0.4153 0.2762 0.0 0.1 0.1
C -4.0856 0.2679 -0.2054 0.0 0.0 -0.2
C -5.1628 0.3061 0.6529 0.0 0.0 0.1
C -4.9864 0.5091 2.0259 0.0 0.0 -0.1
C -3.7067 0.6655 2.5103 0.0 0.0 0.0
C -2.5952 0.6039 1.6616 0.1 0.0 0.0
C -1.2729 0.7804 2.2301 -0.1 0.0 0.0
N -0.1636 0.5390 1.6478 0.2 -0.1 -0.1
C 1.0438 0.9002 2.4001 0.1 0.2 0.1
C 1.3120 2.4091 2.3092 -0.1 0.0 0.0
N 1.5587 2.6996 0.9243 0.1 0.0 0.0
C 0.6528 3.2615 0.2509 -0.1 0.0 -0.1
C 0.7224 3.2656 -1.2273 0.0 -0.1 0.3
C 0.5498 4.4191 -1.9792 0.0 0.1 -0.1
C 0.6485 4.3927 -3.3613 0.0 -0.1 0.0
C 0.9066 3.1822 -3.9960 0.0 0.1 0.1
C 1.0463 2.0181 -3.2611 0.0 -0.1 -0.1
C 0.9443 2.0390 -1.8724 0.1 -0.1 0.1
O 1.0335 0.8928 -1.1747 -0.4 0.1 -0.2
H -4.2147 0.1192 -1.2704 0.0 0.0 0.0
H -6.1628 0.1821 0.2558 0.0 0.0 0.0
H -5.8379 0.5503 2.6908 0.0 0.0 0.0
H -3.5397 0.8369 3.5689 0.0 0.0 0.0
H -1.2539 1.1595 3.2584 0.0 0.0 0.0
H 1.8906 0.3703 1.9708 0.0 0.0 0.0
H 0.9369 0.6154 3.4517 0.0 0.0 0.0
H 2.1980 2.6477 2.8999 0.0 0.0 0.0
H 0.4479 2.9536 2.7234 0.0 0.0 0.0
H -0.2438 3.6888 0.7267 0.0 0.0 0.0
H 0.3530 5.3550 -1.4678 0.0 0.0 0.0
H 0.5278 5.2995 -3.9387 0.0 0.0 0.0
H 0.9869 3.1456 -5.0752 0.0 0.0 0.0
H 1.2241 1.0653 -3.7451 0.0 0.0 0.0
C -1.2510 -3.6038 2.8230 0.0 0.0 0.0
C -0.2933 -2.8878 1.9076 0.0 0.0 0.1
O -0.7804 -2.0307 1.1569 0.0 -0.1 -0.1
C 1.1196 -3.2091 1.9322 0.0 0.0 0.0
C 1.5970 -4.2850 2.7079 -0.1 0.0 0.0
C 2.9274 -4.6080 2.7470 0.1 0.0 0.0
C 3.8356 -3.8343 2.0058 -0.1 -0.1 0.1
C 3.4055 -2.7763 1.2476 0.1 0.1 0.0
C 2.0382 -2.4371 1.1787 -0.1 0.0 0.0
O 1.6758 -1.4250 0.4427 0.1 -0.2 0.0
H -2.2238 -3.1223 2.7614 0.0 0.0 0.0
H -0.9005 -3.5940 3.8543 0.0 0.0 0.0
H -1.3468 -4.6453 2.5074 0.0 0.0 0.0
H 0.8941 -4.8779 3.2781 0.0 0.0 0.0
H 3.2741 -5.4423 3.3402 0.0 0.0 0.0
H 4.8905 -4.0773 2.0375 0.0 0.0 0.0
H 4.0969 -2.1627 0.6837 0.0 0.0 0.0
B -0.9749 -1.2010 -3.5906 0.1 0.1 0.0
N 0.4718 -1.7612 -3.5006 -0.1 0.0 0.1
C 1.3219 -2.2420 -4.4090 0.1 0.0 -0.1
C 2.5239 -2.5297 -3.7806 0.0 0.0 0.0
C 2.3046 -2.1904 -2.4480 0.1 0.0 0.0
N 1.0647 -1.7270 -2.2927 0.0 -0.1 0.1
N -1.8688 -2.1141 -2.7185 0.0 0.0 0.0
C -2.9172 -2.8780 -3.0363 0.0 0.0 0.0
C -3.3868 -3.4808 -1.8835 0.0 0.0 0.1
C -2.5420 -3.0104 -0.8805 0.0 0.0 -0.1
N -1.6263 -2.1869 -1.3964 0.1 -0.1 0.0
H -1.3632 -1.1849 -4.7280 0.0 0.0 0.0
H -0.9429 -0.1077 -3.0569 0.0 0.0 0.0
H 1.0276 -2.3414 -5.4407 0.0 0.0 0.0
H 3.4211 -2.9223 -4.2253 0.0 0.0 0.0
H 2.9762 -2.2429 -1.6082 0.0 0.0 0.0
H -3.2573 -2.9404 -4.0564 0.0 0.0 0.0
H -4.2200 -4.1539 -1.7828 0.0 0.0 0.0
H -2.5664 -3.2062 0.1761 0.0 0.0 0.0
```
Positions in Å, forces in eV/Å.


Entry from OMol25: one molecule with the formula C4H8N2O in a non-equilibrium geometry (ωB97M-V/def2-TZVPD).

The energy above the lowest of the compared OMol25 structures with the same formula, charge and spin comes out at 5.004 eV. The spin multiplicity is 1. For the HOMO energy, the calculation gives -8.633 eV.

Geometry as XYZ:
```
15
Properties=species:S:1:pos:R:3:forces:R:3
C 1.2111 -0.2615 1.4216 -0.4 0.0 -0.3
C -0.1789 -1.3990 -0.8803 -0.3 0.2 0.4
C -0.0328 0.1021 -0.8261 3.6 -0.3 -0.4
C -1.3700 0.8222 0.1458 -1.4 0.7 0.5
O 0.9644 0.5692 0.3058 -1.1 -0.1 -1.2
N 0.1365 0.7059 -1.9605 -1.3 0.1 1.0
N -1.9854 1.7874 0.3775 0.6 -0.5 0.1
H 0.2642 1.7101 -1.8589 0.5 -0.1 0.1
H -2.2336 2.6529 0.8109 -0.1 0.0 -0.2
H 1.8252 0.3106 2.1198 0.0 0.0 -0.1
H 0.2809 -0.5373 1.9372 0.0 -0.1 0.0
H 1.7492 -1.1725 1.1396 0.0 0.0 0.0
H -0.8842 -1.6516 -1.6682 0.0 0.0 0.0
H -0.5312 -1.7994 0.0685 0.0 -0.1 0.0
H 0.7847 -1.8392 -1.1325 0.0 0.1 0.1
```
Positions in Å, forces in eV/Å.


Entry from OMol25: C29H31Cl2CoN6O2 as an isolated structure in a non-equilibrium geometry (ωB97M-V/def2-TZVPD).

The spin multiplicity is 4. For the HOMO energy (spin up / spin down), the calculation gives -9.756 / -9.756 eV. Its total charge is +1.

Geometry as XYZ:
```
71
Properties=species:S:1:pos:R:3:forces:R:3
Co -0.0803 -0.2141 -1.8537 0.3 0.2 0.3
C 3.4331 -2.7091 -2.0250 -0.2 -0.2 0.0
C 2.8469 -3.9630 -1.9313 0.0 0.3 0.0
C 1.4695 -4.0661 -1.9727 -0.3 0.3 -0.1
C 0.6971 -2.9140 -2.1128 1.1 -0.1 0.0
N 1.2792 -1.7025 -2.2045 -0.1 -0.4 -0.1
C 2.6029 -1.6112 -2.1558 0.2 0.0 0.0
C -0.7707 -2.9255 -2.1217 -0.8 -0.1 0.0
C -1.5261 -4.0934 -2.0144 0.1 0.2 -0.1
C -2.9074 -4.0152 -1.9799 0.1 0.3 0.0
C -3.5120 -2.7654 -2.0045 0.1 -0.1 0.0
C -2.7024 -1.6527 -2.1218 -0.2 0.0 -0.1
N -1.3723 -1.7196 -2.2084 -0.3 -0.6 0.0
H 4.5044 -2.5880 -1.9888 0.0 0.1 0.0
H 3.4574 -4.8454 -1.8222 0.0 -0.1 0.0
H 1.0037 -5.0333 -1.8864 0.0 -0.1 0.0
H 3.0232 -0.6157 -2.2112 0.0 0.1 0.0
H -1.0449 -5.0552 -1.9543 0.1 0.0 0.0
H -3.5046 -4.9109 -1.9238 0.0 -0.1 0.1
H -4.5838 -2.6624 -1.9311 0.0 0.1 0.0
H -3.1362 -0.6623 -2.1474 0.0 0.1 0.0
Cl 0.1666 -3.4026 5.0582 0.0 -0.1 0.1
C 1.2937 -2.3465 4.2643 0.0 0.3 -0.2
C 2.5558 -2.8136 3.9705 0.0 0.1 -0.1
C 3.4490 -1.9928 3.3023 0.0 0.0 0.0
C 3.0599 -0.7219 2.9187 -0.1 -0.2 0.0
C 1.7888 -0.2595 3.2087 0.0 -0.5 0.2
Cl 1.3612 1.3324 2.6955 0.3 0.4 -0.1
C 0.8680 -1.0472 3.9206 0.6 -0.2 -0.1
N -0.3473 -0.5966 4.3561 -0.5 -0.2 0.7
C -1.1842 0.3008 3.6443 -0.5 0.1 -0.3
C -1.4934 1.5351 4.2016 -0.1 -0.1 0.0
C -2.2491 2.4507 3.4955 0.1 0.0 0.1
C -2.6937 2.1373 2.2215 -0.1 0.0 -0.1
C -2.4391 0.8893 1.6892 0.0 0.0 0.2
C -1.7015 -0.0528 2.3958 0.0 0.1 0.4
C -1.4049 -1.3872 1.7974 0.6 0.0 -0.4
C -0.3029 -1.2768 0.7196 -0.4 -0.9 1.1
O 0.4973 -2.1842 0.5629 0.1 -0.2 -0.2
O -0.3610 -0.2033 0.0309 -0.1 1.1 -0.8
H 2.8330 -3.8167 4.2538 0.0 -0.1 0.1
H 4.4457 -2.3431 3.0854 0.1 0.0 0.0
H 3.7451 -0.0757 2.3945 0.1 0.1 -0.1
H -0.8167 -1.2486 4.9777 0.1 0.3 -0.2
H -1.1037 1.7787 5.1776 0.1 0.0 0.1
H -2.4754 3.4135 3.9267 0.0 0.1 0.1
H -3.2456 2.8639 1.6470 -0.2 0.1 0.0
H -2.7942 0.6263 0.7044 -0.1 0.0 -0.1
H -2.2837 -1.7822 1.2823 -0.1 0.0 0.0
H -1.0903 -2.1252 2.5324 -0.1 0.0 0.0
C -1.5655 4.3044 -1.6476 -0.1 0.3 0.1
N -0.9827 3.2134 -2.4027 0.2 -0.3 0.1
C -1.9577 2.3611 -3.0421 0.0 -0.2 -0.2
C 0.2707 2.7737 -2.1688 0.2 0.6 -0.1
N 0.6227 1.5313 -2.4317 0.2 -0.2 0.1
N 1.1660 3.6781 -1.6681 -0.2 -0.4 -0.1
C 1.3116 5.0217 -2.1935 0.0 0.1 -0.1
C 2.2840 3.1961 -0.8860 0.1 -0.1 0.1
H -2.4335 3.9337 -1.0991 0.0 0.0 0.0
H -1.8915 5.0990 -2.3217 0.0 0.0 0.1
H -0.8563 4.7022 -0.9275 -0.1 0.0 0.0
H -2.6587 2.9882 -3.5934 0.0 -0.1 0.0
H -2.5165 1.7864 -2.2951 0.0 0.0 0.0
H -1.4686 1.6774 -3.7344 0.0 0.1 0.0
H 1.6377 1.4541 -2.4542 -0.2 0.2 -0.1
H 0.4982 5.2569 -2.8725 0.0 0.0 0.0
H 2.2494 5.1012 -2.7525 0.0 0.0 0.0
H 1.3326 5.7509 -1.3803 0.0 0.0 -0.1
H 1.9964 2.2751 -0.3786 0.1 0.1 0.1
H 2.5242 3.9439 -0.1288 0.0 0.0 0.0
H 3.1830 3.0244 -1.4877 0.0 0.0 0.0
```
Positions in Å, forces in eV/Å.


Entry from OMol25: one molecule with the formula C3H2ClNOS2 in a non-equilibrium geometry (ωB97M-V/def2-TZVPD).

The energy above the lowest of the compared OMol25 structures with the same formula, charge and spin comes out at 4.624 eV. The spin multiplicity is 1. For the HOMO energy, the calculation gives -8.636 eV.

Geometry as XYZ:
```
10
Properties=species:S:1:pos:R:3:forces:R:3
S 0.5903 2.0212 -2.1890 0.3 0.7 -1.2
C 0.4191 1.0813 -0.9067 1.1 0.3 -1.7
C 0.2875 1.4076 0.4133 -4.0 -1.0 6.5
C -0.2856 0.2069 0.9438 2.2 -0.2 1.7
Cl -0.7407 -0.1688 2.6277 0.2 0.6 -1.8
N 0.0730 -0.9178 0.1578 -0.8 0.4 -0.5
S -0.9353 -2.3083 -0.3952 0.8 -0.6 0.3
O 0.4356 -0.2666 -1.0191 0.6 -0.6 -1.8
H 0.1466 2.3390 1.1456 0.7 -1.9 -2.6
H 0.0094 -3.3945 -0.7781 -0.9 2.4 1.1
```
Positions in Å, forces in eV/Å.


Entry from OMol25: C9H18ClIIrN2O2P as an isolated structure in a non-equilibrium geometry (ωB97M-V/def2-TZVPD).

The energy above the lowest of the compared OMol25 structures with the same formula, charge and spin comes out at 0.000 eV. The spin multiplicity is 6. For the HOMO energy (spin up / spin down), the calculation gives -15.227 / -19.240 eV. Its total charge is +3.

Geometry as XYZ:
```
35
Properties=species:S:1:pos:R:3:forces:R:3
C -3.9200 2.9308 -5.7935 -0.5 -0.2 -0.3
C -3.6606 1.8512 -4.7722 -2.7 -1.6 -1.5
H -4.7625 2.6168 -6.4282 0.3 0.0 0.2
H -3.0313 3.0780 -6.4198 0.0 -0.1 0.3
H -4.1783 3.8724 -5.2924 0.2 -0.2 0.1
O -4.2547 0.8109 -4.6219 2.4 2.6 0.5
I -2.0128 2.2667 -3.4387 0.2 -0.3 0.6
Ir 0.3022 -0.1599 0.4793 -1.3 3.5 0.4
P 1.4913 -0.8729 -1.2096 4.3 -2.0 -2.5
C 1.7594 -2.6782 -1.1455 -0.4 0.2 0.1
C 1.0074 -0.5526 -2.9290 -0.7 0.3 0.1
H 3.1197 0.9030 -1.1221 0.2 -0.2 0.0
H 3.8209 -0.5964 -1.8245 -0.1 0.1 0.1
H 3.5739 -0.4568 -0.0540 0.0 0.0 -0.2
C 3.1763 -0.1869 -1.0384 -0.2 0.2 0.0
H 0.8664 0.5238 -3.0785 0.1 -0.3 0.0
H 1.7937 -0.9342 -3.5967 -0.1 0.0 0.3
H 2.4904 -2.9723 -1.9077 -0.1 0.1 0.1
H 0.8094 -3.1900 -1.3356 0.2 -0.1 0.0
H 0.0642 -1.0713 -3.1359 0.2 0.1 -0.1
H 2.1319 -2.9628 -0.1549 0.0 0.0 -0.2
C -0.3435 -1.8126 0.9904 -4.3 -5.5 1.4
O -0.8162 -2.8091 1.3883 2.4 3.3 -1.2
Cl 0.4914 1.9212 -0.5911 -0.7 -0.2 0.1
C 1.2372 0.2604 5.6247 0.2 0.0 0.5
N -0.0051 0.0444 4.8640 -0.2 -0.2 1.3
C -1.2370 -0.2431 5.6184 -0.1 0.1 0.5
C -0.0037 0.1072 3.5697 -0.2 0.8 -1.0
N 0.0844 0.3024 2.4160 1.1 -0.3 1.6
H 0.9693 0.1988 6.6785 0.2 0.0 -0.1
H 1.6453 1.2570 5.4071 -0.1 -0.2 -0.2
H 1.9807 -0.5165 5.3939 -0.1 0.2 -0.2
H -2.0016 0.5154 5.4003 0.1 -0.2 -0.2
H -1.6182 -1.2482 5.3854 0.1 0.2 -0.2
H -0.9699 -0.1967 6.6740 -0.2 0.0 -0.1
```
Positions in Å, forces in eV/Å.


Entry from OMol25: C39H45N6NiO6PS2 as an isolated structure (ωB97M-V/def2-TZVPD).

The energy above the lowest of the compared OMol25 structures with the same formula, charge and spin comes out at 3.297 eV. The spin multiplicity is 1. For the HOMO energy (spin up / spin down), the calculation gives -5.516 / -5.493 eV.

Geometry as XYZ:
```
100
Properties=species:S:1:pos:R:3:forces:R:3
Ni -0.3092 0.1786 -0.3493 -0.1 -0.1 -0.8
O -2.6012 5.1164 3.3952 0.0 0.0 0.0
C -2.4065 4.9983 1.9934 -0.1 0.0 0.0
C -1.4520 3.8764 1.7066 0.1 -0.1 0.1
C -0.7710 3.8249 0.5031 0.0 -0.1 0.0
C -0.0061 2.7037 0.2328 0.0 0.2 -0.2
N 0.1326 1.6692 1.0702 0.2 -0.1 -0.2
C -0.4245 1.7749 2.2819 -0.2 0.1 0.2
C -1.2330 2.8527 2.6202 0.0 0.0 0.0
C -0.0973 0.7130 3.2808 0.0 0.0 0.2
C -0.7700 0.6058 4.4980 0.0 0.0 -0.2
C -0.3563 -0.3235 5.4409 0.2 0.0 0.0
C -1.0570 -0.4157 6.7730 0.0 0.0 0.0
O -1.0481 0.8166 7.4768 0.0 0.0 0.0
C 0.7446 -1.1146 5.1409 -0.1 0.2 0.0
C 1.3380 -0.9600 3.8978 0.0 0.2 0.1
N 0.9318 -0.0885 2.9872 0.0 0.2 0.4
H -3.0958 5.9218 3.5690 0.0 0.0 0.0
H -2.0185 5.9249 1.5610 0.0 0.0 0.0
H -3.3561 4.7728 1.4898 0.0 0.0 0.0
H -0.8708 4.5996 -0.2467 0.0 0.0 0.0
H 0.4974 2.6229 -0.7224 0.0 0.0 0.0
H -1.6967 2.9262 3.5893 0.0 0.0 0.1
H -1.6140 1.2354 4.7333 -0.1 0.1 0.0
H -0.6085 -1.2166 7.3698 0.0 0.0 0.0
H -2.1102 -0.6559 6.6239 0.0 0.0 0.0
H -0.1365 1.1172 7.5574 0.0 0.0 0.0
H 1.1293 -1.8392 5.8469 0.0 0.0 0.0
H 2.1947 -1.5727 3.6284 0.0 0.1 0.0
C 0.2901 0.7819 -5.6887 0.0 0.0 0.0
N -0.5123 1.0217 -4.5023 0.0 0.0 0.1
C -1.9033 0.6434 -4.6400 0.0 -0.1 0.0
C 0.0878 0.9159 -3.2567 -0.1 0.1 -0.1
N -0.4233 0.2170 -2.3024 -0.1 -0.1 0.4
N 1.2406 1.6441 -3.1177 -0.1 0.1 0.1
C 2.2089 1.3562 -2.0785 0.0 0.0 0.0
C 1.4323 2.8921 -3.8334 0.0 0.0 0.0
H 0.0779 -0.2127 -6.0996 0.0 0.0 0.0
H 1.3486 0.8257 -5.4478 0.0 0.0 0.0
H 0.0711 1.5222 -6.4618 0.0 0.0 0.0
H -2.2871 1.0701 -5.5661 0.0 0.0 0.0
H -2.4827 1.0550 -3.8180 0.0 0.0 0.0
H -2.0385 -0.4480 -4.6866 0.0 0.0 0.0
H -1.2317 -0.3090 -2.6087 0.0 0.0 -0.1
H 3.0358 0.7569 -2.4668 0.0 0.0 0.0
H 1.7412 0.7971 -1.2629 0.0 0.2 -0.2
H 2.6056 2.2948 -1.6864 0.0 0.1 0.0
H 0.5517 3.1252 -4.4239 0.0 0.0 0.0
H 2.3058 2.8513 -4.4918 0.0 0.0 0.0
H 1.5824 3.7055 -3.1177 0.0 0.0 0.0
O -3.5883 3.5154 -3.9677 0.0 0.0 0.0
S -3.2276 3.7847 -2.6017 0.1 0.1 0.0
O -2.4667 4.9818 -2.3416 0.0 0.0 0.1
N -2.4882 2.4850 -1.9383 0.0 0.1 0.0
C -3.1953 1.9601 -0.9669 0.0 -0.1 0.0
S -2.7633 0.6175 -0.0355 0.0 0.0 0.0
C -4.4937 2.6714 -0.7033 0.0 0.0 0.1
C -5.4621 2.3896 0.2454 0.0 0.0 0.0
C -6.5887 3.2006 0.2981 0.0 0.0 0.0
C -6.7464 4.2704 -0.5800 0.0 0.0 0.0
C -5.7696 4.5594 -1.5253 0.0 0.0 0.0
C -4.6586 3.7426 -1.5587 0.0 -0.1 0.0
H -5.3303 1.5522 0.9175 0.0 0.0 0.0
H -7.3593 2.9956 1.0299 0.0 0.0 0.0
H -7.6386 4.8807 -0.5267 0.0 0.0 0.0
H -5.8732 5.3897 -2.2108 0.0 0.0 0.0
C 2.7093 -0.6726 0.6622 0.1 0.0 0.2
P 1.6959 -2.1041 0.3101 0.1 0.2 -0.5
C 0.3927 -2.5532 1.4333 0.3 -0.2 0.3
C -0.8469 -1.9790 1.2244 -0.1 0.0 0.0
C -1.8946 -2.2404 2.0920 0.0 0.0 0.1
C -1.6905 -3.0862 3.1736 0.1 0.0 -0.1
C -0.4436 -3.6719 3.3843 0.0 0.0 -0.1
C 0.6060 -3.3995 2.5225 -0.2 -0.2 -0.2
C 2.7723 -3.5354 0.1026 0.0 -0.1 -0.1
C 4.0968 -3.3558 -0.2946 0.0 0.0 0.1
C 4.8573 -4.4407 -0.7023 0.0 0.0 0.0
C 4.2987 -5.7094 -0.7371 0.0 0.0 0.0
C 2.9706 -5.8919 -0.3736 0.0 0.0 0.0
C 2.2051 -4.8111 0.0291 0.0 0.1 0.1
H 3.5098 -0.9164 1.3604 0.0 0.0 0.0
H 2.0626 0.1040 1.0757 0.2 -0.1 -0.1
H 3.1137 -0.3610 -0.3020 0.1 -0.1 0.1
H -0.9744 -1.3471 0.3381 -0.4 -0.2 0.0
H -2.8601 -1.7845 1.9145 0.0 0.0 0.0
H -2.5024 -3.2880 3.8605 0.0 0.0 0.0
H -0.2913 -4.3390 4.2223 0.0 0.0 0.0
H 1.5799 -3.8403 2.6956 0.0 0.0 0.0
H 4.5374 -2.3678 -0.2847 0.0 0.0 0.0
H 5.8873 -4.2947 -0.9992 0.0 0.0 0.0
H 4.8923 -6.5541 -1.0603 0.0 0.0 0.0
H 2.5271 -6.8780 -0.4135 0.0 0.0 0.0
H 1.1624 -4.9497 0.2855 0.0 0.0 0.0
C -0.0925 -3.1244 -2.9727 0.0 0.1 0.0
O 0.0098 -2.6355 -1.6339 -0.2 -0.1 0.0
C 1.0462 -1.7826 -1.3722 0.0 0.3 0.4
O 1.8440 -1.3880 -2.2083 0.4 -0.4 -0.2
H 0.1729 -4.1825 -2.9750 0.0 0.0 0.0
H 0.5725 -2.5732 -3.6327 0.0 0.0 0.0
H -1.1265 -3.0097 -3.2928 0.0 0.0 0.0
```
Positions in Å, forces in eV/Å.